1.
{
  "formula": "C4H4N2S2",
  "method": "ωB97M-V with the def2-TZVPD basis set",
  "elements": ["S", "S", "N", "N", "C", "C", "C", "C", "H", "H", "H", "H"],
  "xyz": [[-4.59184, 0.04113, 0.10794], [3.14075, -1.16867, -0.20358], [1.69916, 2.02612, -0.35881], [-0.72532, -1.02054, 0.23350], [-3.05316, 0.25994, -0.26000], [3.50742, 0.42382, 0.54124], [2.65949, 1.41748, 0.12751], [-1.81683, -0.50385, 0.05388], [4.50464, 0.86419, 0.39142], [-2.82443, 0.89710, -1.07774], [3.43620, -0.70683, -1.40262], [3.50264, 0.36274, 1.72043]],
  "forces_ev_per_angstrom": [[0.198, -0.228, 0.641], [0.237, -0.229, 0.424], [6.618, -3.498, 3.269], [-6.444, 2.929, -1.037], [1.048, -1.445, -0.538], [2.877, -0.808, 3.849], [-9.741, 5.696, -4.372], [4.930, -2.290, 1.435], [0.273, -0.900, -0.296], [0.294, 1.034, -0.483], [0.046, -0.057, -0.671], [-0.336, -0.205, -2.221]],
  "homo_ev": -9.74,
  "orbital_gap_ev": 8.04,
  "energy_ha": -1060.58330,
  "e_above_lowest_kj_mol": 347.1
}



2.
{
  "formula": "C4H4N4",
  "method": "ωB97M-V with the def2-TZVPD basis set",
  "elements": ["N", "N", "N", "N", "C", "C", "C", "C", "H", "H", "H", "H"],
  "xyz": [[-1.59024, 0.07214, -0.56817], [-0.23485, -1.55645, 0.60342], [2.11319, -0.06148, -0.83420], [0.76506, -0.81275, 1.00156], [0.31113, 1.28348, 0.38605], [-1.11758, -1.15859, -0.40563], [-0.98542, 1.06452, 0.18151], [1.15778, 0.11391, 0.02390], [2.46548, -1.07124, -0.78730], [-1.60376, -1.97740, -0.77626], [-1.71805, 1.81398, 0.27250], [0.43726, 2.28987, 0.90262]],
  "forces_ev_per_angstrom": [[1.397, -2.621, 1.096], [1.347, 1.555, 1.082], [-1.620, -0.779, 1.428], [-2.396, -2.630, -1.400], [0.138, 1.078, 0.593], [1.111, 3.031, 1.574], [-1.419, -0.295, -2.365], [2.719, 1.136, -0.771], [-0.629, 1.654, 0.132], [-1.293, -1.777, -1.512], [-0.442, 1.305, 0.874], [1.088, -1.658, -0.730]],
  "homo_ev": -9.84,
  "orbital_gap_ev": 8.97,
  "energy_ha": -373.70866,
  "e_above_lowest_kj_mol": 357.7
}



3.
{
  "formula": "C4H4N4",
  "method": "ωB97M-V with the def2-TZVPD basis set",
  "elements": ["N", "N", "N", "N", "C", "C", "C", "C", "H", "H", "H", "H"],
  "xyz": [[-1.08827, -1.38704, -0.02658], [-2.20836, -0.77865, 0.02987], [-0.95258, 1.38032, -0.19121], [1.39429, -0.91234, -0.08398], [-2.02031, 0.50576, 0.04514], [0.00871, -0.78852, -0.24676], [1.67397, 0.55632, 0.08556], [0.16998, 0.60732, -0.09869], [-3.00342, 0.84420, 0.02314], [2.20547, 0.82876, -0.72414], [2.03586, -1.74773, 0.08089], [1.78466, 0.89161, 1.10675]],
  "forces_ev_per_angstrom": [[2.686, -6.442, -1.008], [0.373, 1.541, 0.839], [1.823, -2.573, 2.185], [2.286, -3.362, 0.297], [-1.507, 2.385, -2.056], [2.029, 2.848, 2.545], [-3.996, -2.560, 1.391], [-4.403, 2.067, -2.204], [-1.301, 2.331, 0.176], [2.318, 1.915, -2.046], [-1.480, 1.766, -0.246], [1.173, 0.084, 0.127]],
  "homo_ev": -8.89,
  "orbital_gap_ev": 9.10,
  "energy_ha": -373.68316,
  "e_above_lowest_kj_mol": 424.6
}



4.
{
  "formula": "C4H4N4",
  "method": "ωB97M-V with the def2-TZVPD basis set",
  "elements": ["N", "N", "N", "N", "C", "C", "C", "C", "H", "H", "H", "H"],
  "xyz": [[-1.59450, -1.29813, 0.27893], [0.99951, -1.73325, -0.54359], [-1.75682, 1.95396, -0.48001], [2.53424, 1.21892, 0.21983], [-0.61273, -0.21026, 0.48000], [1.70665, 0.41219, 0.06915], [-1.19018, 1.04952, -0.03327], [0.65116, -0.61343, -0.10734], [-2.35945, -1.25438, 0.92253], [-1.98582, -1.19311, -0.65243], [-0.43695, -0.04774, 1.52482], [0.17579, -2.32344, -0.57233]],
  "forces_ev_per_angstrom": [[0.634, 0.250, -0.328], [-0.032, -0.065, -0.488], [0.642, -0.882, 0.523], [-1.618, -1.476, -0.227], [-3.173, -0.308, -0.079], [1.400, 1.144, -0.068], [-0.291, 1.032, -0.719], [2.961, 0.820, -0.034], [-0.279, 0.147, 0.424], [-0.055, -0.126, 0.071], [0.073, -0.092, 0.807], [-0.261, -0.445, 0.117]],
  "homo_ev": -11.30,
  "orbital_gap_ev": 11.11,
  "energy_ha": -373.79490,
  "e_above_lowest_kj_mol": 131.3
}



5.
{
  "formula": "C4H4N4",
  "method": "ωB97M-V with the def2-TZVPD basis set",
  "elements": ["N", "N", "N", "N", "C", "C", "C", "C", "H", "H", "H", "H"],
  "xyz": [[1.61633, 1.46464, 0.04087], [1.96529, 0.29623, 0.01124], [-1.22920, -1.49334, 0.02592], [1.30277, -2.05544, -0.07042], [1.09526, -0.85897, -0.08571], [-0.33360, -0.46039, -0.05811], [-0.61355, 0.85571, -0.09830], [0.36976, 1.88094, -0.04790], [0.31510, 2.90365, -0.01599], [-1.58983, 1.06451, -0.23319], [-2.16973, -1.28737, 0.50138], [-0.72858, -2.31017, 0.03021]],
  "forces_ev_per_angstrom": [[0.886, 2.491, 0.164], [2.955, -4.083, -0.174], [-2.657, 4.238, 0.557], [1.731, -2.853, -0.139], [-2.325, 4.329, 0.385], [0.662, -1.496, 0.180], [1.910, 2.063, 0.007], [-1.483, -4.075, -0.043], [-1.047, 2.215, -0.080], [-3.276, 1.137, -0.151], [2.253, -1.014, -1.190], [0.391, -2.953, 0.484]],
  "homo_ev": [-8.40, -8.73],
  "orbital_gap_ev": [9.08, 6.97],
  "multiplicity": 3,
  "energy_ha": -373.67668,
  "e_above_lowest_kj_mol": 70.3
}



6.
{
  "formula": "C4H4N4O",
  "method": "ωB97M-V with the def2-TZVPD basis set",
  "elements": ["O", "N", "N", "N", "N", "C", "C", "C", "C", "H", "H", "H", "H"],
  "xyz": [[0.20192, 1.37530, -0.40239], [2.04506, 0.12920, -1.57531], [2.32442, -1.23079, -1.32166], [0.80574, 0.27014, -0.99116], [-1.74612, 1.92057, 0.61560], [-0.76570, 0.92266, 0.34305], [-0.75871, -0.40994, 0.64793], [1.25902, -1.96081, -0.65750], [0.27290, -0.90689, -0.27888], [-2.40570, 1.27701, 1.33496], [-1.37077, 2.76176, 1.40295], [-1.12027, -1.04645, 1.49574], [1.25822, -3.10176, -0.61333]],
  "forces_ev_per_angstrom": [[1.860, 0.833, -2.616], [-1.015, -3.780, 2.766], [-2.830, 1.108, -0.614], [-0.914, -3.800, 2.282], [-0.644, -0.505, 6.064], [-2.111, 0.399, 2.319], [1.664, -1.136, -1.234], [0.076, 4.156, -0.561], [3.312, -0.111, -1.726], [1.706, 2.593, -2.492], [-0.968, -3.098, -3.152], [-0.259, 1.166, -1.256], [0.124, 2.176, 0.221]],
  "homo_ev": -8.49,
  "orbital_gap_ev": 8.72,
  "energy_ha": -448.87101,
  "e_above_lowest_kj_mol": 589.3
}



7.
{
  "formula": "C4H4N4O3",
  "method": "ωB97M-V with the def2-TZVPD basis set",
  "elements": ["O", "O", "O", "N", "N", "N", "N", "C", "C", "C", "C", "H", "H", "H", "H"],
  "xyz": [[-0.32152, 2.47552, 0.00774], [-3.01078, -0.29142, -0.01410], [-1.13731, -2.19659, -0.08085], [3.06416, -0.50296, -0.05635], [0.99425, -1.31544, 0.03987], [1.43903, 1.07562, 0.06538], [-2.25146, 0.66418, -0.00677], [0.17315, 1.30506, -0.02070], [1.79800, -0.19170, -0.05746], [-0.74116, 0.26825, -0.05381], [-0.31399, -1.09403, 0.05119], [3.43566, -1.49905, 0.18775], [3.83886, 0.19866, -0.24800], [-0.40083, -2.83280, 0.67020], [0.66537, 3.05788, 0.27762]],
  "forces_ev_per_angstrom": [[4.411, 5.617, 1.456], [1.288, 1.633, -0.033], [4.663, -0.996, 4.871], [5.812, -1.408, -0.085], [-0.079, 0.913, -0.015], [1.939, 0.596, -0.830], [1.229, -2.030, -0.113], [-1.830, -3.038, 0.159], [-1.855, -2.134, 1.921], [-4.248, -1.881, 0.188], [-0.078, 1.207, -2.149], [-1.574, 2.677, -0.914], [-1.941, -1.159, 0.555], [-3.426, 1.921, -3.693], [-4.313, -1.916, -1.317]],
  "homo_ev": -8.57,
  "orbital_gap_ev": 8.66,
  "energy_ha": -599.43534,
  "e_above_lowest_kj_mol": 283.2
}



8.
{
  "formula": "C4H4NO",
  "method": "ωB97M-V with the def2-TZVPD basis set",
  "elements": ["O", "N", "C", "C", "C", "C", "H", "H", "H", "H"],
  "xyz": [[0.16924, 1.02572, 1.33320], [-0.36876, -0.22911, -0.68607], [0.02391, -1.37141, -0.12949], [-0.06456, 1.08928, -0.12151], [0.74243, -0.07602, 1.52954], [0.92651, -1.15711, 0.89481], [-0.35505, -2.32060, -0.48349], [-0.92146, 1.76117, -0.24230], [-0.98296, -0.23586, -1.49484], [0.83070, 1.51395, -0.59985]],
  "forces_ev_per_angstrom": [[-0.226, -0.176, -1.928], [-0.706, -0.294, 0.157], [0.110, 1.133, -1.485], [-0.780, 1.054, -0.662], [0.880, 3.849, 5.529], [1.035, -5.242, -1.442], [-0.111, 0.023, -0.195], [0.188, -0.256, -0.304], [-0.248, 0.049, 0.010], [-0.142, -0.142, 0.321]],
  "homo_ev": [-12.96, -14.81],
  "total_charge": 1,
  "orbital_gap_ev": [7.07, 6.14],
  "multiplicity": 3,
  "energy_ha": -284.27545,
  "e_above_lowest_kj_mol": 127.8
}



9.
{
  "formula": "C4H4NO3",
  "method": "ωB97M-V with the def2-TZVPD basis set",
  "elements": ["O", "O", "O", "N", "C", "C", "C", "C", "H", "H", "H", "H"],
  "xyz": [[0.07429, 5.06800, -0.38528], [0.17428, 0.29817, -0.67429], [-2.05407, 4.26663, 0.32501], [-1.03143, 0.46690, 0.10272], [-0.81089, 4.26800, -0.24447], [-1.52148, 1.72558, 0.11081], [-1.47346, 3.09693, -0.47689], [0.84052, -0.83762, -0.21619], [-2.42135, 1.67269, 0.73277], [0.25881, -1.75107, -0.39283], [1.77890, -0.88550, -0.77427], [1.05843, -0.76819, 0.85834]],
  "forces_ev_per_angstrom": [[-0.051, 0.096, 0.349], [-0.359, 0.875, -0.104], [-0.144, 0.739, 0.583], [-0.383, 2.461, -0.331], [0.254, 0.332, -0.312], [0.200, -0.205, -0.105], [0.537, -4.244, -0.180], [-0.068, 0.000, 0.145], [0.060, 0.053, -0.021], [-0.007, -0.022, 0.012], [-0.050, -0.056, 0.033], [0.011, -0.027, -0.071]],
  "homo_ev": -2.94,
  "total_charge": -1,
  "orbital_gap_ev": 6.83,
  "energy_ha": -435.18049,
  "e_above_lowest_kj_mol": 480.5
}



10.
{
  "formula": "C4H4NP",
  "method": "ωB97M-V with the def2-TZVPD basis set",
  "elements": ["P", "N", "C", "C", "C", "C", "H", "H", "H", "H"],
  "xyz": [[-1.49120, 0.62144, -0.06095], [3.89685, 0.76887, 0.42983], [0.78868, -0.82600, -0.02933], [-0.34163, -0.78879, 0.58242], [3.01200, 0.19892, -0.02619], [1.93385, -0.60950, -0.59568], [-0.76922, -1.51369, 1.35665], [-0.30768, 1.21057, -0.52338], [-1.71121, 0.11892, -1.35485], [2.03633, -0.97451, -1.58005]],
  "forces_ev_per_angstrom": [[0.932, -0.563, 0.628], [0.132, 0.224, 0.031], [-0.182, 0.126, 1.415], [-2.233, -0.617, 0.541], [-1.029, -0.954, -0.341], [1.085, 0.823, 0.236], [0.990, 0.997, -1.332], [-0.125, 0.768, -0.103], [-0.195, -0.358, -0.096], [0.626, -0.445, -0.979]],
  "homo_ev": -9.71,
  "orbital_gap_ev": 10.01,
  "energy_ha": -550.81969,
  "e_above_lowest_kj_mol": 0.0
}